1.
C3H4CoO2 as an isolated structure at a distorted geometry, computed with ωB97M-V/def2-TZVPD.

```
! RIJCOSX wB97M-V def2-TZVPD def2/J DEFGRID3
* xyz 1 5
C 0.106 -1.505 0.322
C 1.442 -1.677 0.366
O 0.367 1.768 -0.774
C -0.596 2.526 -1.018
O -1.719 1.927 -0.368
H -0.464 -2.374 0.691
H 1.932 -2.657 0.278
H -2.505 2.482 -0.377
Co -0.641 0.315 0.190
H 2.078 -0.803 0.691
*
```

- Kohn-Sham gap (alpha / beta): 7.844 / 4.536 eV
- Expectation value of S²: 6.01
- Energy: -44884.4520 eV
- Lowest unoccupied orbital energy (alpha / beta): -5.3472 / -8.7692 eV

2.
C30H48Cl2N3O6SiTl as an isolated structure at a distorted geometry, computed with ωB97M-V/def2-TZVPD.

```
! RIJCOSX wB97M-V def2-TZVPD def2/J DEFGRID3
* xyz 0 1
C -1.241 -0.523 -3.963
C -0.764 -1.823 -3.407
H -1.043 -0.451 -5.037
H -0.792 0.352 -3.464
H -2.330 -0.464 -3.820
C -0.334 -2.863 -4.137
C -0.230 -2.891 -5.626
H -0.033 -3.790 -3.641
H -0.432 -1.925 -6.105
H -0.930 -3.625 -6.048
H 0.774 -3.222 -5.926
Tl 0.260 0.712 -0.252
Cl 0.257 2.372 -2.070
C 0.537 -2.455 1.749
O 1.488 -1.686 1.542
N 0.518 -3.436 2.679
C 1.731 -3.778 3.396
C -0.610 -4.335 2.852
H -0.413 -2.368 1.183
H 2.443 -2.957 3.299
H 2.178 -4.700 2.991
H 1.476 -3.945 4.450
H -1.519 -3.878 2.439
H -0.753 -4.528 3.925
H -0.443 -5.293 2.332
H 0.889 2.980 5.092
H -0.945 4.710 4.497
C 1.291 3.175 4.089
C -0.575 4.721 3.466
N 0.193 3.516 3.193
H 1.825 2.296 3.720
C 0.001 2.884 2.039
O 0.780 1.968 1.632
H -1.414 4.742 2.762
H -0.881 3.217 1.463
H 1.972 4.031 4.174
H 0.048 5.616 3.324
H 1.840 -0.115 -3.600
H 2.552 -2.758 -3.017
C 2.827 0.104 -3.163
C 3.472 -2.241 -2.707
N 3.182 -0.915 -2.187
H 2.799 1.080 -2.675
C 3.008 -0.696 -0.871
O 2.663 0.411 -0.392
H 3.973 -2.827 -1.927
H 3.181 -1.566 -0.203
H 3.572 0.085 -3.967
H 4.125 -2.145 -3.580
O 0.323 -1.155 -1.462
C -0.763 -1.886 -1.876
C 0.499 -3.963 -1.079
C -0.715 -3.295 -1.264
H 1.419 -3.415 -1.291
C 0.512 -5.285 -0.627
H -1.712 -1.422 -1.541
C -1.908 -3.927 -0.918
H 1.467 -5.798 -0.497
C -0.690 -5.940 -0.348
C -1.905 -5.251 -0.482
H -2.849 -3.372 -1.013
H -0.685 -6.978 -0.010
H -2.846 -5.750 -0.233
Si -0.103 5.859 -2.699
Cl -0.466 4.553 -4.278
C 1.731 5.858 -2.321
C -1.324 5.542 -1.319
C -0.497 7.560 -3.422
H 2.105 4.848 -2.118
H 1.952 6.499 -1.457
H 2.263 6.266 -3.191
H 0.206 7.791 -4.233
H -0.425 8.358 -2.671
H -1.510 7.576 -3.841
H -1.252 4.520 -0.928
H -2.341 5.702 -1.699
H -1.155 6.250 -0.493
O -3.215 0.902 1.243
C -2.284 0.221 1.684
O -1.341 -0.356 0.981
C -2.161 0.009 3.182
C -0.917 -0.065 3.823
C -0.815 -0.127 5.213
C -1.988 -0.170 5.986
C -3.238 -0.162 5.353
C -3.325 -0.075 3.960
H -0.011 -0.056 3.216
H 0.163 -0.144 5.691
H -1.926 -0.218 7.071
H -4.154 -0.220 5.945
H -4.289 -0.056 3.459
*
```

- Kohn-Sham gap: 7.406 eV
- Energy: -86262.9662 eV
- Lowest unoccupied orbital energy: -0.7984 eV

3.
A 3-piece molecular cluster, C5H17NO2 overall at a distorted geometry, computed with ωB97M-V/def2-TZVPD.

```
! RIJCOSX wB97M-V def2-TZVPD def2/J DEFGRID3
* xyz 0 1
C -1.817 -1.264 0.387
N -0.742 -0.934 -0.487
C 0.640 -1.374 0.003
C -0.707 1.716 -0.329
C -0.930 0.419 -1.226
C 0.091 0.661 -2.374
H -2.721 -1.324 -0.241
H -1.684 -2.277 0.786
H -1.966 -0.735 1.220
H 1.389 -0.715 -0.682
H 1.118 -2.388 -0.158
H 0.874 -1.126 1.079
H -1.239 2.531 -0.848
H 0.393 2.094 -0.412
H -1.049 1.706 0.737
H -2.084 0.297 -1.359
H 0.288 1.724 -2.588
H 0.976 0.181 -2.007
H -0.177 0.186 -3.280
H -0.012 -0.112 2.916
H 1.264 -0.762 2.231
O 0.706 -0.821 3.023
H 2.827 0.358 0.555
H 2.428 1.357 1.815
O 2.133 0.602 1.240
*
```

- Kohn-Sham gap: 8.339 eV
- Energy: -11042.7011 eV
- Lowest unoccupied orbital energy: 0.3939 eV

4.
One molecule with the formula C5H10O2, computed with ωB97M-V/def2-TZVPD.

```
! RIJCOSX wB97M-V def2-TZVPD def2/J DEFGRID3
* xyz 0 1
C 1.536 -1.771 0.273
C 0.412 -0.931 -0.325
C -0.122 0.106 0.662
O 0.913 0.986 1.075
C -1.324 0.887 0.135
C -1.218 1.564 -1.213
O -0.222 1.690 -1.883
H 1.913 -2.499 -0.453
H 2.364 -1.123 0.574
H 1.192 -2.325 1.156
H 0.767 -0.410 -1.218
H -0.421 -1.580 -0.632
H -0.466 -0.428 1.562
H 0.633 1.887 0.878
H -1.553 1.696 0.850
H -2.221 0.255 0.117
H -2.185 1.994 -1.557
*
```

- Kohn-Sham gap: 10.599 eV
- Energy: -9441.5884 eV
- Lowest unoccupied orbital energy: 0.7784 eV

What did we get for relative energy (zero: lowest compared OMol25 entry of this formula, charge and spin)? Answer: 29.2 0.0 82.0 33.5 kcal per mole, in the order shown.